# C12H10CrN2O6

C12H10CrN2O6 as an isolated structure in a non-equilibrium geometry (the ωB97M-V functional and the def2-TZVPD basis, the Open Molecules 2025 dataset).

Positions of all 31 atoms, in Å:
Cr1 -1.400 -0.643 -0.110
C1 -3.367 0.163 -1.576
O1 -4.408 0.121 -0.943
O2 -2.795 -0.945 -1.684
O3 -2.496 0.903 -1.038
C2 -2.227 -2.465 1.564
O4 -2.914 -1.476 1.235
O5 -1.030 -2.312 1.195
O6 -2.758 -3.459 2.047
N1 0.405 -0.731 -1.352
C3 1.715 -0.651 -0.832
C4 2.831 -0.974 -1.588
C5 2.707 -1.368 -2.896
C6 1.416 -1.350 -3.499
C7 0.325 -1.084 -2.656
H1 1.791 -0.371 0.208
H2 3.797 -1.000 -1.105
H3 3.508 -1.761 -3.505
H4 1.300 -1.603 -4.543
H5 -0.674 -1.119 -3.064
N2 -0.377 0.895 1.164
C8 0.315 0.554 2.320
C9 0.956 1.447 3.223
C10 0.904 2.825 2.958
C11 0.298 3.212 1.732
C12 -0.206 2.255 0.817
H6 0.395 -0.501 2.537
H7 1.385 1.081 4.144
H8 1.245 3.484 3.743
H9 0.155 4.260 1.518
H10 -0.796 2.615 -0.012

Values from the calculation:
charge	-3
HOMO-LUMO gap (spin up / spin down)	3.6649 / 5.9181	eV
expectation value of S²	8.850
LUMO level (spin up / spin down)	7.70 / 7.60	eV
energy above the lowest of the compared OMol25 structures with the same formula, charge and spin	0.0	kcal/mol
calculated total energy	-56286.294	eV
multiplicity	6

Atom charges from the Mulliken analysis, given in e for atoms 1 to 6: atom 1 (Cr): 0.390, atom 2 (C): 0.880, atom 3 (O): -0.667, atom 4 (O): -0.707, atom 5 (O): -0.751, atom 6 (C): 0.971